A) Density functional theory data (wB97M-V/def2-TZVPD) for a 2-piece molecular cluster, C10H19N3O4S overall.

Each atom is followed by the atoms it is bonded to, with distances in Å.
Element x y z (Å)
1 C -3.9490 -3.1505 3.2832  C2 1.518, H12 1.087, H13 1.092, H14 1.091
2 C -4.4003 -2.6001 1.9429  C1 1.518, O3 1.420, H15 1.092, H16 1.094
3 O -4.5039 -1.1840 1.9187  C2 1.420, C4 1.405
4 C -3.5393 -0.5256 1.1385  O3 1.405, C5 1.559, H17 1.093, H18 1.087
5 C -2.1570 -0.4321 1.8532  C4 1.559, C6 1.464, C8 1.539, H19 1.091
6 C -1.7061 0.9551 1.9802  C5 1.464, N7 1.147
7 N -1.3489 2.0313 2.1542  C6 1.147
8 C -1.0731 -1.3176 1.2134  C5 1.539, N9 1.474, C10 1.469, H20 1.095
9 N 0.2299 -1.1137 1.8707  C8 1.474, H21 1.016, H22 1.017
10 C -0.9154 -1.0269 -0.2174  C8 1.469, N11 1.150
11 N -0.7285 -0.8736 -1.3415  C10 1.150
12 H -4.5969 -2.8357 4.0969  C1 1.087
13 H -3.9840 -4.2399 3.2248  C1 1.092
14 H -2.9186 -2.8800 3.5172  C1 1.091
15 H -5.3888 -3.0072 1.7203  C2 1.092
16 H -3.7379 -2.9698 1.1541  C2 1.094
17 H -3.4395 -0.9929 0.1551  C4 1.093
18 H -3.9041 0.4880 0.9897  C4 1.087
19 H -2.3149 -0.8083 2.8653  C5 1.091
20 H -1.4168 -2.3511 1.3226  C8 1.095
21 H 0.8312 -1.8892 1.6072  N9 1.016
22 H 0.0879 -1.2230 2.8719  N9 1.017
23 C 1.6082 1.3279 -2.1681  C24 1.514, H30 1.089, H31 1.085, H32 1.089
24 C 2.9352 1.4809 -1.4557  C23 1.514, O25 1.448, H33 1.091, H34 1.088
25 O 4.0579 1.6077 -2.3612  C24 1.448, S26 1.588
26 S 4.2577 2.9962 -3.1054  O25 1.588, C27 1.760, O28 1.431, O29 1.430
27 C 5.8828 2.6917 -3.7080  S26 1.760, H35 1.086, H36 1.088, H37 1.086
28 O 4.2896 4.0417 -2.1290  S26 1.431
29 O 3.3597 3.0815 -4.2146  S26 1.430
30 H 1.3448 2.2344 -2.7120  C23 1.089
31 H 0.8246 1.1257 -1.4450  C23 1.085
32 H 1.6471 0.5098 -2.8862  C23 1.089
33 H 2.9286 2.3296 -0.7702  C24 1.091
34 H 3.1545 0.5904 -0.8697  C24 1.088
35 H 6.5627 2.6069 -2.8652  C27 1.086
36 H 6.1501 3.5419 -4.3313  C27 1.088
37 H 5.8705 1.7806 -4.2995  C27 1.086

Computed properties:
- SMILES = CCOC[C@H](C#N)[C@H](N)C#N.CCOS(C)(=O)=O



B) Density functional theory data (wB97M-V/def2-TZVPD) for one molecule with the formula C10H19N3O4S.

Each atom is followed by the atoms it is bonded to, with distances in Å.
Element x y z (Å)
1 C 6.2385 -0.9585 -0.7505  S2 1.741, H19 1.211, H20 1.131, H21 1.131
2 S 4.6366 -1.6285 -0.8730  C1 1.741, C3 1.835
3 C 3.7006 -0.1753 -0.2575  S2 1.835, C4 1.463, H22 1.181, H23 1.084
4 C 2.2431 -0.2977 -0.2583  C3 1.463, C5 1.542, H24 1.152, H25 1.133
5 C 1.4810 0.8383 0.4545  C4 1.542, N6 1.436, C16 1.521, H26 1.159
6 N 0.0633 0.6645 0.3107  C5 1.436, C7 1.333, H27 1.004
7 C -0.6321 -0.3700 0.7842  N6 1.333, O8 1.219, C9 1.556
8 O -0.1418 -1.2691 1.4454  C7 1.219
9 C -2.1296 -0.5744 0.4137  C7 1.556, N10 1.534, C11 1.500, H28 1.167
10 N -2.8689 -1.4958 1.3926  C9 1.534, H29 1.167, H30 1.129
11 C -2.7888 0.7660 0.2724  C9 1.500, C12 1.595, H31 1.100, H32 1.057
12 C -4.3559 0.4797 0.1893  C11 1.595, C13 1.569, H33 1.155, H34 1.091
13 C -4.9273 -0.1330 -1.1372  C12 1.569, N14 1.393, O15 1.257
14 N -4.9088 -1.5243 -1.1950  C13 1.393, H35 1.026, H36 1.075
15 O -5.2813 0.7200 -1.9899  C13 1.257
16 C 1.7530 2.2389 -0.0735  C5 1.521, O17 1.274, O18 1.282
17 O 0.9617 2.8064 -0.8944  C16 1.274
18 O 2.6204 3.0122 0.4686  C16 1.282, H37 1.146
19 H 6.9202 -1.5779 -1.5370  C1 1.211
20 H 6.5360 0.0648 -1.1290  C1 1.131
21 H 6.5053 -1.1823 0.3254  C1 1.131
22 H 3.9660 0.2543 0.8105  C3 1.181
23 H 3.9581 0.6866 -0.8630  C3 1.084
24 H 1.9453 -0.4811 -1.3559  C4 1.152
25 H 1.7375 -1.2089 0.1870  C4 1.133
26 H 1.6096 0.7670 1.6040  C5 1.159
27 H -0.4109 1.3774 -0.2141  N6 1.004
28 H -2.0084 -1.0569 -0.6419  C9 1.167
29 H -3.5065 -1.0525 2.2638  N10 1.167
30 H -1.9815 -2.0009 1.8741  N10 1.129
31 H -2.6322 1.3420 1.1959  C11 1.100
32 H -2.2909 1.1580 -0.5735  C11 1.057
33 H -4.6831 -0.1081 1.1280  C12 1.155
34 H -4.9315 1.4061 0.1538  C12 1.091
35 H -4.3864 -2.0633 -0.4954  N14 1.026
36 H -5.5077 -1.8950 -2.0067  N14 1.075
37 H 3.4973 2.4715 0.9717  O18 1.146

Computed properties:
- SMILES = CSCC[C@H](NC(=O)[C@@H](N)CCC(N)=O)C(=O)O



Which structure loses on stability? B) does.



A) Density functional theory data (wB97M-V/def2-TZVPD) for one molecule with the formula C4H5ClN2.

Each atom is followed by the atoms it is bonded to, with distances in Å.
Element x y z (Å)
1 C -0.1938 1.2824 -0.1117  N2 1.377, H8 1.037, H9 1.084, H10 1.193
2 N -0.6295 -0.0233 -0.0973  C1 1.377, C3 1.356, C6 1.427
3 C -0.0128 -1.2107 -0.3177  N2 1.356, C4 1.383, H11 1.053
4 C -0.9450 -2.2278 -0.2178  C3 1.383, N5 1.364, H12 1.044
5 N -2.1644 -1.6965 0.0841  C4 1.364, C6 1.278
6 C -1.9727 -0.4352 0.1552  N2 1.427, N5 1.278, Cl7 1.656
7 Cl -3.1462 0.7326 0.2099  C6 1.656
8 H 0.8335 1.2900 -0.2546  C1 1.037
9 H -0.5562 1.8310 -0.9732  C1 1.084
10 H -0.3798 1.9408 0.8660  C1 1.193
11 H 0.9738 -1.2996 -0.6761  C3 1.053
12 H -0.7137 -3.2440 -0.2748  C4 1.044

Computed properties:
- SMILES = Cn1ccnc1Cl



B) Density functional theory data (wB97M-V/def2-TZVPD) for one molecule with the formula C4H5ClN2.

Each atom is followed by the atoms it is bonded to, with distances in Å.
Element x y z (Å)
1 C 0.8375 -1.1293 0.2890  C2 1.364, C3 1.506, H8 1.049
2 C 1.5453 -0.0494 -0.1509  C1 1.364, C4 1.494, H9 1.043
3 C -0.5923 -0.7682 0.5952  C1 1.506, N5 1.312, H10 1.068
4 C 0.4903 1.0064 -0.2170  C2 1.494, N5 1.453, H11 1.004, H12 1.206
5 N -0.7966 0.4587 0.1778  C3 1.312, C4 1.453, N6 1.268
6 N -1.8293 1.0776 -0.2206  N5 1.268, Cl7 1.689
7 Cl -3.2178 0.1255 -0.0877  N6 1.689
8 H 1.3216 -2.0404 0.4799  C1 1.049
9 H 2.3089 -0.1894 -0.8475  C2 1.043
10 H -1.3836 -1.4762 0.4783  C3 1.068
11 H 0.7242 1.1793 -1.1776  C4 1.004
12 H 0.5917 1.8054 0.6811  C4 1.206



C) Density functional theory data (wB97M-V/def2-TZVPD) for one molecule with the formula C4H5ClN2.

Each atom is followed by the atoms it is bonded to, with distances in Å.
Element x y z (Å)
1 Cl 2.4855 -1.2621 1.5048  N2 1.876
2 N 1.8483 0.2840 0.6543  Cl1 1.876, N3 1.320, H8 1.241
3 N 0.5580 0.2108 0.3881  N2 1.320, C4 1.391, C7 1.362
4 C 0.2118 -0.0945 -0.9244  N3 1.391, C5 1.354, H9 1.091
5 C -1.1306 -0.1245 -1.0990  C4 1.354, C6 1.418, H10 1.093
6 C -1.6819 0.1729 0.1728  C5 1.418, C7 1.377, H11 1.055
7 C -0.6278 0.4360 1.0196  N3 1.362, C6 1.377, H12 1.064
8 H 2.5508 0.1663 -0.3623  N2 1.241
9 H 0.8264 -0.3029 -1.8020  C4 1.091
10 H -1.8547 -0.3166 -1.8952  C5 1.093
11 H -2.7302 0.1828 0.2950  C6 1.055
12 H -0.4555 0.6477 2.0483  C7 1.064

Computed properties:
- SMILES = ClNn1cccc1



Which structure loses on stability? B) does.



A) Density functional theory data (wB97M-V/def2-TZVPD) for an isolated ion of composition C2H8N3O2 and charge +1.

Each atom is followed by the atoms it is bonded to, with distances in Å.
Element x y z (Å)
1 C 1.0374 -0.3679 1.0134  N2 1.418, H8 1.128, H9 1.031, H10 1.042
2 N 0.1716 0.1714 0.0285  C1 1.418, C3 1.459, N4 1.279
3 C -0.2251 1.5682 0.1700  N2 1.459, H11 1.082, H12 1.006, H13 1.142
4 N -0.5249 -0.5725 -0.7443  N2 1.279, O5 1.337, N6 1.272
5 O -1.5295 0.1729 -1.2175  N4 1.337, H14 1.007
6 N -0.4076 -1.8031 -1.0453  N4 1.272, O7 1.379
7 O -1.4075 -2.2761 -1.8684  N6 1.379, H15 0.909
8 H 2.0978 -0.0960 0.7429  C1 1.128
9 H 0.8266 0.1628 1.8715  C1 1.031
10 H 0.9266 -1.3971 1.1346  C1 1.042
11 H -0.6556 1.8997 -0.7653  C3 1.082
12 H -0.8714 1.5970 0.9403  C3 1.006
13 H 0.7509 2.1377 0.3354  C3 1.142
14 H -1.7831 -0.1570 -2.1348  O5 1.007
15 H -1.1174 -3.0604 -2.2248  O7 0.909

Computed properties:
- SMILES = CN(C)/[N+](O)=N/O
- charge = +1



B) Density functional theory data (wB97M-V/def2-TZVPD) for a 2-piece molecular cluster, C2H8N3O2 overall.

Each atom is followed by the atoms it is bonded to, with distances in Å.
Element x y z (Å)
1 C -0.5569 1.2400 -0.1264  N3 1.448, H8 1.071, H9 1.182, H10 1.013
2 C 1.2502 -0.1158 -1.0218  N3 1.383, H11 1.065, H12 1.012, H13 1.056
3 N 0.5299 0.3060 0.0811  C1 1.448, C2 1.383
4 N -0.6678 -1.2371 1.8340  N5 1.236, O6 1.397, H14 1.096
5 N -0.3151 -1.3290 0.6525  N4 1.236, O7 1.227
6 O -1.2090 -2.2094 2.6794  N4 1.397, H15 0.984
7 O -0.1262 -2.2979 -0.0770  N5 1.227
8 H -1.3498 0.7414 -0.6450  C1 1.071
9 H -1.0492 1.6647 0.8602  C1 1.182
10 H -0.1872 2.0823 -0.5514  C1 1.013
11 H 0.9452 0.2920 -1.9570  C2 1.065
12 H 2.2322 0.0836 -0.8788  C2 1.012
13 H 0.9899 -1.1227 -1.2055  C2 1.056
14 H -0.6362 -0.2019 2.1931  N4 1.096
15 H -0.9020 -3.1378 2.5694  O6 0.984

Computed properties:
- charge = +1



Which structure loses on stability? B) does.



A) Density functional theory data (wB97M-V/def2-TZVPD) for one molecule with the formula CH3ClN2.

Each atom is followed by the atoms it is bonded to, with distances in Å.
Element x y z (Å)
1 C -0.9169 -0.0545 -0.0042  N2 1.437, H5 1.070, H6 1.139, H7 1.061
2 N 0.4686 -0.4175 0.1164  C1 1.437, N3 1.197
3 N 1.2508 0.4740 -0.0424  N2 1.197, Cl4 1.708
4 Cl 2.8771 -0.0467 0.0086  N3 1.708
5 H -1.1303 -0.4907 -0.9580  C1 1.070
6 H -1.0680 1.0672 0.1222  C1 1.139
7 H -1.4811 -0.5318 0.7573  C1 1.061

Computed properties:
- SMILES = C/N=N/Cl



B) Density functional theory data (wB97M-V/def2-TZVPD) for a 2-piece molecular cluster, CH3ClN2 overall.

Each atom is followed by the atoms it is bonded to, with distances in Å.
Element x y z (Å)
1 C -0.3390 -1.4722 -0.1026  N2 1.245, Cl4 1.747, H5 1.147
2 N -0.0418 -0.2796 -0.3024  C1 1.245, H6 1.009
3 N -0.0444 1.8470 0.3303  H7 1.027
4 Cl -0.8215 -2.7261 -1.2191  C1 1.747
5 H -0.3545 -1.6991 1.0221  C1 1.147
6 H 0.0236 -0.0291 -1.2777  N2 1.009
7 H 0.9771 1.7468 0.2992  N3 1.027



C) Density functional theory data (wB97M-V/def2-TZVPD) for one molecule with the formula CH3ClN2.

Each atom is followed by the atoms it is bonded to, with distances in Å.
Element x y z (Å)
1 Cl 2.3980 -0.0217 -0.0806  C2 1.755
2 C 0.7136 0.0768 0.4002  Cl1 1.755, N3 1.383, N4 1.417, H5 1.013
3 N -0.0644 -0.7662 -0.3725  C2 1.383, N4 1.460, H6 1.007
4 N -0.0882 0.6755 -0.6036  C2 1.417, N3 1.460, H7 0.957
5 H 0.6647 0.1357 1.4098  C2 1.013
6 H 0.3928 -1.0731 -1.2160  N3 1.007
7 H -0.9586 0.9753 -0.3422  N4 0.957

Computed properties:
- SMILES = ClC1NN1



Which structure loses on stability? B) does.